No. 1
{
  "formula": "C39H54AsBN3O4Sr",
  "method": "wB97M-V/def2-TZVPD",
  "de_lowest_kcal_mol": 46.2,
  "e_lumo_ev": 2.28,
  "charge": -1,
  "gap_ha": 0.227,
  "homo_ev": -3.90,
  "species": ["Sr", "O", "C", "O", "C", "C", "C", "C", "C", "N", "C", "O", "O", "H", "H", "H", "C", "C", "As", "C", "C", "C", "C", "H", "H", "H", "H", "H", "H", "H", "H", "H", "H", "H", "H", "H", "H", "H", "C", "C", "C", "C", "C", "C", "C", "C", "C", "C", "C", "C", "N", "B", "N", "C", "C", "C", "C", "C", "C", "C", "C", "C", "C", "C", "C", "C", "C", "H", "H", "H", "H", "H", "H", "H", "H", "H", "H", "H", "H", "H", "H", "H", "H", "H", "H", "H", "H", "H", "H", "H", "H", "H", "H", "H", "H", "H", "H", "H", "H", "H", "H", "H", "H"],
  "positions_angstrom": [[1.97369, -0.33422, 0.04455], [3.49978, -2.22906, -3.36812], [3.13107, -1.68510, -2.34024], [2.08418, -0.96147, -2.11095], [4.04928, -1.77301, -1.09718], [5.39509, -1.44837, -1.16638], [6.09868, -1.29450, 0.03027], [5.43121, -1.39227, 1.25180], [4.08349, -1.72209, 1.23789], [3.42987, -2.00084, 0.08558], [3.19099, -1.55214, 2.48858], [3.49394, -2.13883, 3.51278], [2.22635, -0.72350, 2.25672], [5.85051, -1.30562, -2.13612], [7.15280, -1.05315, 0.00974], [5.91755, -1.19862, 2.19720], [1.19176, -5.15265, 1.89876], [-0.26592, -5.07279, 1.43089], [-0.51682, -3.75727, 0.00106], [-2.36992, -4.23071, -0.42422], [-3.35930, -3.27535, 0.25343], [0.40104, -4.71871, -1.44462], [-0.20471, -6.05108, -1.87528], [1.30352, -5.86342, 2.72106], [1.55652, -4.18266, 2.24838], [1.85168, -5.48213, 1.09148], [-0.90826, -4.76011, 2.25488], [-0.62758, -6.04268, 1.09291], [-2.55013, -5.26153, -0.11778], [-2.49097, -4.18773, -1.50709], [-3.29926, -3.34692, 1.34355], [-4.39010, -3.49783, -0.03358], [-3.15009, -2.23673, -0.01157], [1.42769, -4.86216, -1.09711], [0.46602, -4.02573, -2.28576], [-0.33670, -6.73198, -1.02973], [0.44361, -6.55124, -2.59993], [-1.17899, -5.91638, -2.34666], [-0.11681, 5.43522, -2.79607], [0.46814, 4.09647, -2.34883], [1.99656, 4.11018, -2.42248], [-0.10110, 2.93618, -3.14931], [0.09414, 2.88419, -4.52619], [-0.39422, 1.82221, -5.27442], [-1.08300, 0.79645, -4.64323], [-1.30198, 0.81789, -3.26688], [-2.04498, -0.32783, -2.60202], [-1.30895, -1.66017, -2.83537], [-3.49052, -0.40912, -3.09463], [-0.80863, 1.89518, -2.52708], [-1.05750, 1.97105, -1.12905], [-0.24033, 1.44247, -0.01434], [-1.03125, 1.97953, 1.11670], [-2.16269, 2.69359, 0.67892], [-2.17935, 2.68790, -0.66974], [-0.72159, 1.94018, 2.50761], [-1.07083, 0.82920, 3.28407], [-0.79440, 0.86025, 4.64854], [-0.17359, 1.95509, 5.23083], [0.17613, 3.04466, 4.44720], [-0.09101, 3.05436, 3.08278], [0.31015, 4.25825, 2.24583], [-0.44258, 5.51627, 2.67820], [1.82437, 4.48156, 2.28850], [-1.76827, -0.37738, 2.67876], [-3.24975, -0.39031, 3.06143], [-1.08296, -1.68874, 3.09306], [0.22058, 6.24320, -2.13603], [-1.21044, 5.40709, -2.76497], [0.18586, 5.68245, -3.82154], [0.19652, 3.94115, -1.30843], [2.34715, 4.25266, -3.45207], [2.39711, 3.16226, -2.05804], [2.40675, 4.91773, -1.80372], [0.63883, 3.68514, -5.02155], [-0.22377, 1.78485, -6.34514], [-1.44900, -0.04508, -5.22882], [-2.05814, -0.13758, -1.53095], [-1.47146, -2.02918, -3.85604], [-1.67742, -2.42106, -2.13760], [-0.23209, -1.54678, -2.68105], [-3.52569, -0.68264, -4.15573], [-4.00290, 0.55092, -2.97568], [-4.04787, -1.16686, -2.53074], [-2.86181, 3.14860, 1.36852], [-2.89489, 3.13650, -1.34685], [-1.06652, 0.01082, 5.26806], [0.05151, 1.95091, 6.29035], [0.67021, 3.89970, 4.90486], [0.04299, 4.04511, 1.21450], [-0.16534, 5.81469, 3.69762], [-1.52293, 5.34429, 2.66023], [-0.22085, 6.35158, 2.00319], [2.17118, 4.69794, 3.30664], [2.10833, 5.32342, 1.64385], [2.34668, 3.58910, 1.93556], [-1.69485, -0.29033, 1.59791], [-3.36494, -0.49338, 4.14734], [-3.76907, -1.22876, 2.57881], [-3.74179, 0.53806, 2.75435], [-1.19653, -1.88396, 4.16491], [-0.01397, -1.65777, 2.86610], [-1.52621, -2.52907, 2.55014]],
  "forces_ev_per_a": [[-3.9, 3.9, 0.0], [0.0, 0.1, 0.0], [-0.4, 0.2, 0.1], [1.2, -1.3, -1.5], [0.0, -0.6, 0.2], [0.1, -0.1, 0.4], [-0.3, 0.0, 0.0], [0.1, -0.1, -0.4], [0.0, -0.5, -0.2], [2.4, -1.1, 0.0], [-0.3, 0.3, -0.2], [0.0, 0.0, 0.1], [1.1, -1.2, 1.5], [0.0, 0.0, 0.0], [0.1, 0.1, 0.0], [0.0, 0.0, 0.0], [-0.1, 0.0, 0.0], [0.3, 0.0, 0.2], [0.4, 0.3, 0.0], [-0.4, 0.2, 0.1], [0.1, -0.2, 0.0], [0.1, -0.1, -0.1], [0.1, 0.0, 0.0], [0.0, 0.0, 0.0], [0.0, -0.1, 0.0], [0.0, 0.0, 0.0], [0.0, 0.0, 0.1], [0.0, -0.1, 0.0], [0.0, -0.1, 0.0], [0.0, 0.0, 0.0], [0.0, 0.0, -0.1], [0.0, 0.0, 0.0], [0.0, 0.0, 0.0], [0.0, 0.0, 0.0], [0.0, 0.0, 0.0], [0.0, 0.0, 0.0], [0.0, 0.0, 0.0], [0.0, 0.0, 0.0], [-0.1, 0.1, 0.0], [0.1, -0.1, -0.1], [0.1, 0.0, 0.0], [0.0, 0.0, 0.0], [0.0, 0.0, 0.0], [0.0, -0.1, 0.1], [0.0, 0.0, 0.0], [0.0, -0.1, -0.1], [0.2, -0.1, -0.2], [-0.1, 0.1, 0.1], [-0.1, 0.0, 0.0], [0.0, 0.2, 0.1], [-0.3, 0.1, 0.3], [-0.5, 0.6, 0.0], [-0.3, 0.0, -0.2], [0.4, -0.2, 0.1], [0.4, -0.2, -0.1], [0.0, 0.2, -0.2], [-0.1, 0.0, 0.0], [0.0, 0.0, 0.0], [0.0, 0.0, -0.1], [0.0, 0.0, 0.1], [0.0, 0.0, 0.0], [0.1, 0.0, 0.1], [-0.1, 0.1, 0.1], [0.0, 0.0, 0.0], [0.2, -0.1, 0.3], [-0.1, 0.0, 0.0], [0.0, 0.1, -0.1], [0.0, -0.1, -0.1], [0.1, 0.0, 0.0], [0.0, 0.0, 0.1], [-0.1, 0.0, 0.1], [0.0, 0.0, 0.1], [0.0, 0.0, 0.0], [-0.1, -0.1, -0.1], [0.0, -0.1, 0.1], [0.0, 0.0, 0.1], [0.1, 0.1, 0.1], [0.0, 0.1, 0.1], [0.0, 0.1, 0.1], [0.0, 0.2, -0.2], [-0.1, 0.0, 0.0], [0.0, 0.0, 0.1], [0.0, -0.1, 0.0], [0.1, 0.1, -0.1], [0.1, -0.1, -0.1], [0.1, -0.1, 0.1], [0.1, 0.1, -0.1], [0.0, 0.0, 0.0], [-0.1, -0.1, -0.1], [0.0, 0.0, -0.1], [0.0, 0.0, -0.1], [0.1, 0.0, 0.0], [0.0, -0.1, 0.1], [0.0, 0.0, -0.1], [0.0, -0.1, 0.1], [0.0, 0.0, 0.0], [0.0, 0.0, -0.1], [0.0, 0.0, -0.1], [0.1, 0.1, 0.1], [0.0, -0.1, 0.0], [0.0, 0.0, -0.1], [-0.1, 0.0, 0.0], [0.0, 0.1, 0.1]]
}

No. 2
{
  "formula": "C39H54CsN5O4",
  "method": "wB97M-V/def2-TZVPD",
  "de_lowest_kcal_mol": 33.1,
  "e_lumo_ev": 3.84,
  "charge": -2,
  "gap_ha": 0.201,
  "homo_ev": -1.63,
  "species": ["Cs", "C", "N", "C", "C", "C", "N", "C", "C", "C", "C", "C", "C", "C", "O", "C", "C", "C", "N", "C", "C", "C", "C", "C", "C", "C", "O", "H", "H", "H", "H", "H", "H", "H", "H", "H", "H", "H", "H", "H", "H", "H", "H", "H", "H", "H", "H", "H", "H", "H", "H", "H", "C", "C", "C", "C", "C", "C", "C", "C", "C", "C", "C", "C", "O", "H", "H", "H", "H", "H", "H", "H", "H", "H", "H", "H", "H", "H", "H", "H", "H", "H", "C", "N", "C", "C", "C", "N", "C", "C", "O", "H", "H", "H", "H", "H", "H", "H", "H", "H", "H", "H", "H"],
  "positions_angstrom": [[-0.37329, -0.13221, 1.07652], [-0.25014, -3.31239, -0.62243], [0.06773, -2.63587, -1.86935], [1.16039, -3.31901, -2.55458], [2.53383, -3.18969, -1.88938], [3.40069, -2.05120, -2.42581], [2.67023, -0.80107, -2.32780], [2.88303, -0.02399, -1.34566], [3.94830, -0.10803, -0.30155], [5.29639, -0.05410, -0.62984], [6.28989, -0.07364, 0.34330], [5.89872, -0.15028, 1.68355], [4.56874, -0.19876, 2.04537], [3.52558, -0.17552, 1.06847], [2.29106, -0.22389, 1.35847], [-1.12028, -2.52454, -2.70744], [-0.98388, -1.56315, -3.88457], [-0.70019, -0.11790, -3.48661], [-1.86931, 0.51624, -2.88769], [-1.68671, 1.00145, -1.72544], [-2.68978, 1.76303, -0.94917], [-3.98034, 1.93141, -1.45398], [-4.92996, 2.71073, -0.81959], [-4.57049, 3.36373, 0.36790], [-3.31274, 3.22739, 0.90310], [-2.31658, 2.40979, 0.28158], [-1.17315, 2.26742, 0.83627], [-0.57620, -4.35806, -0.78505], [-1.05222, -2.78676, -0.10690], [0.62069, -3.32608, 0.03091], [1.23714, -2.92345, -3.56809], [0.89475, -4.39191, -2.65366], [3.08870, -4.12402, -2.02711], [2.42113, -3.05384, -0.81202], [3.61328, -2.23225, -3.48610], [4.35337, -2.05316, -1.88776], [2.18729, 0.81377, -1.26710], [5.57266, 0.01755, -1.67895], [7.33650, -0.02428, 0.06853], [6.65694, -0.17072, 2.46192], [4.26589, -0.25362, 3.08515], [-1.93634, -2.17593, -2.06867], [-1.42127, -3.52688, -3.07670], [-1.92409, -1.59060, -4.44534], [-0.20037, -1.90349, -4.56752], [-0.45057, 0.44507, -4.39362], [0.18100, -0.08277, -2.83578], [-0.70106, 0.89546, -1.26558], [-4.21466, 1.42052, -2.38213], [-5.92790, 2.80820, -1.22961], [-5.29961, 3.98553, 0.88147], [-3.03039, 3.71815, 1.82667], [0.30043, -2.68653, 3.35622], [-0.58288, -1.92531, 4.36739], [-0.40878, -0.38750, 4.29586], [-2.06009, -2.30048, 4.28532], [-2.70969, -2.75663, 5.42154], [-4.06849, -3.04714, 5.43826], [-4.80174, -2.83064, 4.27516], [-4.22174, -2.36225, 3.10939], [-5.06314, -2.16045, 1.86393], [-4.89812, -3.33981, 0.90260], [-4.83285, -0.83618, 1.12892], [-2.80348, -2.14283, 3.05666], [-2.20238, -1.80686, 1.97618], [1.34131, -2.35751, 3.40316], [-0.07579, -2.53071, 2.35231], [0.25219, -3.76016, 3.55643], [-0.24476, -2.22285, 5.36798], [-0.97618, 0.01543, 3.46321], [0.64644, -0.10326, 4.16128], [-0.80470, 0.07882, 5.19989], [-2.12406, -2.88254, 6.33101], [-4.54979, -3.40856, 6.33998], [-5.87483, -3.01654, 4.27225], [-6.10866, -2.14173, 2.20576], [-3.85900, -3.38671, 0.56970], [-5.53542, -3.22579, 0.01961], [-5.14461, -4.28575, 1.39108], [-3.86121, -0.81138, 0.64320], [-4.87643, 0.01389, 1.81324], [-5.60477, -0.68864, 0.36722], [1.67519, 4.00983, -4.20458], [2.20083, 4.35009, -2.90574], [3.33683, 5.24227, -2.89335], [3.57588, 5.77665, -1.49790], [3.64692, 4.60237, -0.54527], [2.42446, 3.83073, -0.62496], [2.12788, 2.98164, 0.52148], [1.82082, 3.56111, -1.82186], [0.96831, 2.70028, -1.94895], [1.29764, 4.90687, -4.70563], [0.86541, 3.29692, -4.08033], [2.44647, 3.55863, -4.84257], [3.14040, 6.05823, -3.59686], [4.24100, 4.72609, -3.25464], [2.74710, 6.42475, -1.20372], [4.49932, 6.35942, -1.46810], [3.76352, 4.93831, 0.48619], [4.52490, 3.97964, -0.77466], [2.32724, 3.56448, 1.42378], [2.76530, 2.09767, 0.53913], [1.08539, 2.66821, 0.56321]],
  "forces_ev_per_a": [[0.7, -0.8, -0.8], [-0.1, 0.1, -0.1], [0.2, 0.0, 0.0], [-0.2, 0.0, -0.1], [0.0, 0.0, 0.1], [0.0, 0.0, -0.1], [0.0, -0.1, 0.0], [0.2, 0.0, 0.2], [0.0, 0.0, -0.1], [0.0, 0.0, 0.0], [0.0, 0.0, 0.0], [0.0, 0.0, 0.0], [0.0, 0.1, -0.1], [0.0, -0.1, -0.2], [0.5, 0.0, 0.3], [0.0, 0.0, 0.1], [0.0, 0.0, 0.0], [-0.1, 0.0, 0.0], [0.0, -0.1, 0.0], [-0.1, 0.3, 0.3], [0.1, 0.0, -0.2], [0.0, 0.0, 0.0], [0.0, -0.1, -0.1], [0.0, 0.1, 0.1], [-0.3, -0.1, -0.2], [0.3, 0.0, 0.2], [-0.4, 1.1, -0.4], [0.0, 0.0, 0.0], [-0.1, -0.1, 0.1], [0.0, 0.0, 0.1], [0.0, 0.0, 0.0], [0.0, 0.0, 0.0], [0.0, 0.0, 0.0], [0.0, 0.0, 0.0], [0.0, 0.0, 0.0], [0.0, 0.0, 0.0], [0.0, 0.0, 0.0], [0.0, 0.0, 0.0], [0.0, 0.0, 0.0], [0.0, 0.0, 0.0], [0.0, 0.0, 0.0], [0.0, 0.0, 0.0], [0.0, 0.0, 0.0], [0.0, 0.0, 0.0], [0.0, 0.0, 0.0], [0.0, 0.0, 0.0], [0.0, 0.0, 0.0], [-0.1, 0.4, -0.2], [0.0, 0.0, 0.0], [0.0, 0.0, 0.0], [0.0, 0.0, 0.0], [0.0, 0.0, 0.0], [-0.2, 0.1, 0.3], [-0.1, 0.0, -0.1], [0.1, -0.4, 0.0], [-0.2, 0.0, 0.0], [0.2, 0.0, 0.0], [-0.2, 0.0, 0.0], [-0.1, 0.1, 0.0], [0.4, 0.0, -0.1], [-0.2, 0.1, 0.1], [0.1, 0.0, -0.1], [0.0, 0.1, 0.0], [0.3, -0.1, 0.3], [-0.5, -0.4, 0.2], [0.0, 0.0, 0.0], [0.0, -0.1, 0.0], [0.0, 0.0, 0.0], [0.0, 0.0, 0.0], [-0.1, 0.1, 0.4], [-0.2, -0.1, 0.1], [0.1, 0.0, 0.0], [0.0, 0.0, 0.0], [0.0, 0.0, 0.0], [0.0, 0.0, 0.0], [0.0, -0.1, 0.0], [0.0, 0.0, 0.0], [0.0, 0.0, 0.0], [0.0, 0.0, 0.0], [0.0, 0.0, 0.0], [0.0, 0.0, 0.0], [0.0, 0.0, 0.0], [0.0, -0.1, -0.1], [0.0, 0.1, 0.0], [0.0, 0.0, 0.0], [0.0, 0.0, 0.0], [0.0, -0.1, 0.0], [-0.1, 0.1, 0.1], [0.0, -0.1, 0.2], [0.0, 0.0, -0.1], [-0.1, 0.0, 0.0], [0.0, 0.0, 0.0], [0.0, 0.0, 0.0], [0.0, 0.0, 0.0], [0.0, 0.0, 0.0], [0.0, 0.0, 0.0], [0.0, 0.0, 0.0], [0.0, 0.0, 0.0], [0.0, 0.0, 0.0], [0.0, 0.0, 0.0], [0.0, 0.0, 0.0], [0.0, 0.0, 0.0], [0.0, 0.2, -0.3]]
}